(1)
Below is 2 unconnected molecules or ions with the total composition C4H11NO at a distorted geometry, with properties calculated with the ωB97M-V functional and the def2-TZVPD basis.

Computed properties:
Relative energy (zero: lowest compared OMol25 entry of this formula, charge and spin) (kcal/mol): 59.59
Multiplicity: 1
SMILES: C=CCNC.O
LUMO (hartree): 0.0294
Orbital gap (eV): 9.139

Each line ends with the Mulliken charge.
Geometry (Å):
C: 2.218432 -0.796407 2.350629  -0.659
C: 1.477362 -0.727491 1.234666  -0.049
C: 0.003384 -1.125646 1.103293  -0.579
N: -0.684038 -0.200029 0.162857  -0.345
C: -1.187506 1.041127 0.688129  -0.767
H: 3.254578 -1.093449 2.312031  0.255
H: 1.747001 -0.650059 3.307348  0.260
H: 1.889607 -0.906667 0.240196  0.196
H: -0.563694 -0.974107 2.035003  0.355
H: -0.165122 -2.148196 0.763010  0.250
H: -0.130911 -0.171425 -0.680781  0.218
H: -1.596071 1.626657 -0.139705  0.331
H: -0.460062 1.647703 1.240254  0.282
H: -1.950520 0.727530 1.408593  0.251
O: -1.430117 1.640549 -5.161927  -0.621
H: -1.794517 1.007033 -5.783938  0.311
H: -0.627805 1.102879 -5.079657  0.311

Atomic forces in eV per Å
-0.730 0.137 -1.056
-0.379 -2.751 0.130
-1.004 3.202 0.488
0.305 -1.749 -0.451
0.223 -0.435 0.169
0.348 0.750 0.050
-0.071 -0.350 0.314
0.752 0.348 0.235
0.391 -0.434 0.089
0.549 -0.006 0.029
-0.155 0.616 -0.108
-0.168 -0.023 0.337
0.196 0.121 -0.066
-0.259 0.573 -0.164
0.739 -1.123 -0.347
-1.276 0.333 -0.472
0.539 0.791 0.820


(2)
Below is 3 unconnected molecules or ions with the total composition C5H11NO3 at a distorted geometry, with properties calculated with the ωB97M-V functional and the def2-TZVPD basis.

Computed properties:
Relative energy (zero: lowest compared OMol25 entry of this formula, charge and spin) (kcal/mol): 64.94
Multiplicity: 1
SMILES: NC(=O)C=O.C=O.CC
LUMO (hartree): 0.0068
Orbital gap (eV): 9.657

Each line ends with the Mulliken charge.
Geometry (Å):
N: -2.268271 1.616863 -1.371558  -0.332
C: -1.193879 1.199593 -2.076885  0.338
O: -0.605233 1.870522 -2.898024  -0.616
C: -0.712764 -0.190128 -1.635416  0.470
O: -1.214318 -0.749138 -0.644842  -0.717
H: -2.714253 0.966419 -0.743290  0.239
H: -2.675356 2.518063 -1.563664  0.222
H: -0.250282 -0.751842 -2.456182  0.294
C: 1.210905 0.988979 -0.029426  -0.344
O: 1.141398 0.321886 -1.058849  -0.411
H: 2.171586 1.067515 0.490292  0.426
H: 0.459696 1.751374 0.218538  0.310
C: 0.367347 -0.739271 1.820645  -0.665
C: 1.348519 -1.878594 1.614097  -0.893
H: -0.322602 -0.626737 0.877406  0.127
H: 0.823023 0.162751 2.227575  0.299
H: -0.379326 -1.001463 2.577817  0.390
H: 1.993282 -2.012531 2.488834  0.321
H: 1.992990 -1.700659 0.751458  0.261
H: 0.827537 -2.813603 1.411473  0.282

Atomic forces in eV per Å
-0.152 -0.091 0.012
0.383 0.639 0.660
-0.081 -0.249 -0.211
-1.972 -1.375 0.370
0.355 0.801 -1.860
0.060 0.093 0.006
0.032 -0.142 -0.041
0.267 0.015 0.203
0.696 0.457 -2.249
0.635 0.771 1.659
-0.112 -0.362 0.309
-0.350 -0.430 0.224
-1.901 -0.478 -0.854
0.275 0.084 0.032
1.693 0.257 1.982
0.101 0.189 -0.355
0.126 -0.135 0.139
-0.083 -0.095 -0.109
0.064 0.051 -0.007
-0.037 -0.001 0.090


(3)
Below is a molecular structure, C18H35N8O3Tb at a distorted geometry, with properties calculated with the ωB97M-V functional and the def2-TZVPD basis.

Computed properties:
Expectation value of S²: 16.447
Net charge: +1
Relative energy (zero: lowest compared OMol25 entry of this formula, charge and spin) (kcal/mol): 34.40
Multiplicity: 8
LUMO (spin up / spin down) (hartree): -0.0729 / -0.0841
Orbital gap (spin up / spin down) (eV): 6.597 / 8.897

Each line ends with the Mulliken charge.
Geometry (Å):
Tb: 0.114477 0.147131 -0.382449  0.550
C: 0.069457 -2.040173 2.807096  -1.476
C: -0.062314 -0.447278 2.864249  0.147
N: -1.062638 0.114501 1.922953  -0.202
C: -1.499390 1.505039 2.276609  -0.853
C: -0.391041 2.569133 2.211463  -0.910
N: 0.309640 2.469275 0.879947  0.304
C: 1.653167 3.076156 0.878538  -0.790
C: 2.697995 2.336672 0.061348  -0.446
C: 3.311120 1.065094 0.713200  -0.864
N: 2.644619 -0.174579 0.106487  -0.019
C: 2.908337 -1.430449 0.874949  -0.615
C: 2.089402 -2.589589 0.340890  -0.754
N: 0.649022 -2.146257 0.274314  -0.068
C: -0.178847 -2.760571 1.395602  -0.128
H: -0.571740 -2.467385 3.530260  0.562
H: 1.002762 -2.403324 3.206093  0.459
H: 0.936994 -0.119673 2.469730  -0.419
H: -0.199840 -0.031641 3.815076  0.751
H: -1.908928 -0.563663 1.931550  0.236
H: -1.943871 1.494218 3.298037  0.480
H: -2.303227 1.723721 1.606097  0.330
H: 0.334888 2.280954 2.971003  0.427
H: -0.765071 3.542218 2.482946  0.453
H: -0.312026 2.912693 0.135408  0.155
H: 2.012470 3.143647 1.934548  0.292
H: 1.765133 4.055410 0.435864  0.348
H: 3.480951 3.093540 -0.032941  0.625
H: 2.252265 2.197850 -0.916547  0.047
H: 3.121127 1.087390 1.812695  0.298
H: 4.364415 1.032371 0.538563  0.489
H: 3.067080 -0.245452 -0.826950  0.357
H: 2.537747 -1.184001 1.904639  0.213
H: 4.048272 -1.659471 0.975835  0.365
H: 2.153989 -3.500379 0.940539  0.525
H: 2.450947 -2.916458 -0.704720  0.327
H: 0.275742 -2.670110 -0.569152  0.219
H: 0.049589 -3.789237 1.499067  0.686
H: -1.287488 -2.812850 1.081420  -0.286
O: -1.847459 0.054499 -1.330872  -0.792
N: -2.128035 -1.187779 -0.792352  1.091
C: -3.250937 -1.327841 0.134600  -0.833
C: -3.801033 -2.519798 0.549446  -0.392
C: -3.298337 -3.675628 0.011843  -1.110
C: -2.535838 -3.561762 -1.201293  -0.129
C: -2.051254 -2.383543 -1.613709  -0.733
H: -3.588632 -0.318207 0.542965  0.448
H: -4.583902 -2.470271 1.196047  0.607
H: -3.739467 -4.637387 0.246719  0.440
H: -2.254248 -4.423662 -1.793942  0.433
H: -1.393401 -2.374791 -2.506686  0.371
O: 1.347077 -2.456094 -3.900613  -0.592
C: 1.334425 -1.585143 -3.152560  0.772
N: 1.306260 -0.758896 -2.317167  -0.877
C: -1.669257 3.845409 -2.582058  -0.802
N: -1.069615 2.977060 -3.508130  -0.185
C: -0.083232 2.111075 -3.052524  0.273
N: 0.800476 1.608677 -3.884275  -0.458
O: 0.005561 1.853583 -1.800723  0.142
H: -0.957001 4.464311 -2.059856  0.252
H: -2.284714 3.236506 -1.844258  0.180
H: -2.430456 4.427870 -3.157051  0.357
H: -1.293870 2.970692 -4.469850  0.214
H: 0.440627 1.494616 -4.870802  0.336
H: 1.211078 0.742033 -3.587154  0.174

Atomic forces in eV per Å
-0.252 -0.323 -0.289
-0.725 0.639 -1.470
1.719 -1.505 -3.015
-1.114 -1.306 0.316
-0.153 -0.695 0.927
0.491 -1.971 -0.727
-1.452 0.817 -0.198
0.773 -0.222 0.793
0.559 -0.167 0.937
-2.010 -0.572 -0.356
1.224 0.595 0.706
1.391 0.727 1.053
0.074 -0.069 -1.603
-0.648 -2.731 -0.437
-1.180 2.107 0.394
-1.382 -0.483 0.534
0.867 0.503 -0.142
-0.585 0.253 0.599
-0.108 0.172 1.738
1.533 1.705 -0.128
0.315 0.186 -0.444
-0.539 0.343 -0.569
0.221 0.192 -0.004
-0.228 0.460 -0.181
1.196 -0.616 1.216
-0.354 0.048 -0.713
-1.058 0.725 0.254
0.219 -0.291 -0.289
0.336 -0.430 -0.442
0.156 -0.144 -0.718
0.793 -0.080 0.014
-0.503 -0.253 0.250
0.518 -0.416 -0.670
-1.929 0.230 -0.292
0.248 0.233 0.263
-0.657 0.785 1.444
0.371 1.017 1.003
0.624 -1.111 0.267
1.751 0.708 0.522
-0.599 -0.333 -0.065
-1.558 -2.605 0.551
0.389 2.895 0.193
2.632 1.579 -1.953
-0.327 -1.773 -1.456
-0.055 -0.411 1.187
1.587 1.641 -0.611
0.357 -1.509 -0.768
-1.988 -0.041 1.918
0.148 0.063 0.155
-0.287 -0.059 0.078
-0.594 0.591 0.612
0.110 -2.673 -2.779
-0.141 0.368 1.237
-0.210 2.100 1.747
-3.216 -0.153 0.684
2.890 -2.333 0.844
-1.897 0.976 1.738
-0.679 -0.609 -3.586
0.037 1.755 -1.813
0.137 0.367 0.063
0.774 0.813 -0.555
0.799 -0.030 0.709
-0.104 0.272 -0.782
0.855 0.591 1.367
0.439 -0.540 0.742